[1]
ORCA calculation (the ωB97M-V functional and the def2-TZVPD basis) on a 12-piece molecular cluster, C60H90N6O24 overall at a distorted geometry.

Summary:
- Structure (SMILES): O=[N+]([O-])c1ccccc1.O=[N+]([O-])c1ccccc1.O=[N+]([O-])c1ccccc1.O=[N+]([O-])c1ccccc1.O=[N+]([O-])c1ccccc1.O=[N+]([O-])c1ccccc1.COCCOC.COCCOC.COCCOC.COCCOC.COCCOC.COCCOC
- HOMO-LUMO gap: 8.4 eV
- Calculated total energy: -121730.55080 eV
- E_HOMO: -9.40 eV

Each line ends with the Mulliken charge.
Positions of all 180 atoms, in Å:
O  0.32  -2.34  0.87  -0.535
N  -0.08  -1.50  0.07  0.860
O  0.28  -1.41  -1.14  -0.532
C  -1.08  -0.56  0.58  0.252
C  -1.95  -0.91  1.62  -0.365
C  -2.98  0.03  2.00  -0.492
C  -3.01  1.27  1.48  -0.429
C  -2.10  1.64  0.53  -0.412
C  -1.15  0.78  0.06  -0.506
H  -2.02  -1.89  2.09  0.456
H  -3.67  -0.36  2.74  0.422
H  -3.74  2.02  1.74  0.393
H  -2.16  2.62  0.08  0.392
H  -0.46  1.05  -0.72  0.494
O  0.16  -4.43  7.13  -0.586
N  0.40  -3.17  7.01  0.977
O  0.82  -2.68  6.00  -0.578
C  0.17  -2.39  8.23  0.092
C  -0.25  -2.98  9.41  -0.197
C  -0.40  -2.23  10.55  -0.392
C  -0.11  -0.85  10.52  -0.545
C  0.19  -0.24  9.29  -0.464
C  0.36  -1.01  8.14  -0.394
H  -0.51  -4.02  9.57  0.442
H  -0.80  -2.67  11.45  0.397
H  -0.27  -0.18  11.35  0.360
H  0.36  0.82  9.27  0.414
H  0.70  -0.57  7.22  0.475
O  9.41  2.63  1.34  -0.525
N  9.17  1.41  1.52  0.861
O  9.70  0.58  0.83  -0.541
C  7.96  1.01  2.26  0.220
C  7.18  -0.08  1.88  -0.279
C  6.07  -0.47  2.62  -0.485
C  5.78  0.15  3.82  -0.358
C  6.53  1.23  4.23  -0.523
C  7.64  1.66  3.47  -0.421
H  7.51  -0.75  1.11  0.507
H  5.44  -1.32  2.39  0.414
H  4.96  -0.18  4.44  0.406
H  6.25  1.90  5.04  0.347
H  8.25  2.49  3.79  0.378
O  9.69  -1.05  -4.34  -0.575
N  9.95  -2.07  -3.64  0.937
O  11.09  -2.42  -3.35  -0.546
C  8.81  -2.88  -3.09  -0.105
C  9.06  -3.79  -2.12  -0.047
C  8.00  -4.44  -1.53  -0.553
C  6.68  -4.11  -1.85  -0.432
C  6.40  -3.27  -2.85  -0.595
C  7.46  -2.59  -3.43  -0.210
H  10.01  -4.21  -1.82  0.442
H  8.26  -5.28  -0.90  0.363
H  5.82  -4.56  -1.36  0.473
H  5.40  -3.20  -3.25  0.415
H  7.28  -1.91  -4.25  0.433
O  0.26  3.95  -4.45  -0.550
N  -0.32  3.21  -5.22  0.907
O  -1.52  2.92  -5.07  -0.545
C  0.45  2.42  -6.29  0.187
C  1.82  2.19  -6.08  -0.391
C  2.55  1.41  -6.98  -0.675
C  1.87  0.95  -8.10  -0.287
C  0.53  1.17  -8.32  -0.522
C  -0.19  1.90  -7.44  -0.352
H  2.34  2.62  -5.24  0.600
H  3.62  1.35  -6.91  0.453
H  2.44  0.32  -8.78  0.373
H  0.11  0.85  -9.26  0.395
H  -1.27  1.98  -7.51  0.408
O  -5.09  -5.46  4.00  -0.604
N  -5.56  -6.21  4.86  1.043
O  -6.69  -6.18  5.36  -0.596
C  -4.74  -7.24  5.44  0.059
C  -3.44  -7.47  4.93  -0.393
C  -2.71  -8.55  5.42  -0.532
C  -3.19  -9.29  6.46  -0.384
C  -4.45  -9.10  6.95  -0.449
C  -5.26  -8.09  6.42  -0.204
H  -2.98  -6.83  4.19  0.480
H  -1.76  -8.74  4.94  0.387
H  -2.50  -10.02  6.86  0.365
H  -4.83  -9.74  7.74  0.388
H  -6.25  -8.01  6.84  0.439
C  7.41  3.96  -5.80  -0.737
O  6.45  3.91  -4.76  -0.251
C  6.97  4.10  -3.44  -0.634
C  5.98  3.57  -2.37  -0.428
O  4.85  4.44  -2.15  -0.330
C  4.10  4.06  -0.99  -0.731
H  7.01  4.03  -6.81  0.240
H  7.96  3.03  -5.85  0.271
H  8.13  4.76  -5.60  0.318
H  7.11  5.16  -3.23  0.324
H  7.92  3.61  -3.23  0.404
H  6.53  3.51  -1.43  0.343
H  5.66  2.55  -2.59  0.344
H  3.31  4.78  -0.78  0.273
H  4.65  3.90  -0.07  0.302
H  3.62  3.12  -1.25  0.293
C  1.09  -6.91  -11.69  -0.763
O  2.19  -6.15  -11.16  -0.414
C  1.60  -5.12  -10.34  -0.500
C  1.12  -5.68  -8.92  -0.337
O  0.27  -4.71  -8.38  -0.398
C  0.90  -3.93  -7.36  -0.669
H  0.85  -7.83  -11.15  0.266
H  1.36  -7.32  -12.66  0.275
H  0.17  -6.33  -11.72  0.353
H  0.94  -4.39  -10.81  0.399
H  2.48  -4.51  -10.11  0.297
H  1.94  -6.02  -8.29  0.324
H  0.51  -6.57  -8.98  0.326
H  0.93  -4.55  -6.47  0.294
H  0.29  -3.05  -7.14  0.249
H  1.93  -3.66  -7.59  0.297
C  -3.13  14.06  -2.41  -0.787
O  -2.60  13.13  -1.44  -0.334
C  -3.44  11.96  -1.26  -0.505
C  -3.38  10.87  -2.38  -0.308
O  -2.14  10.21  -2.43  -0.317
C  -1.78  9.34  -1.42  -0.567
H  -4.12  14.49  -2.27  0.325
H  -3.20  13.60  -3.39  0.281
H  -2.55  14.96  -2.61  0.310
H  -4.44  12.28  -0.99  0.398
H  -3.22  11.46  -0.31  0.275
H  -3.47  11.32  -3.37  0.267
H  -4.27  10.24  -2.34  0.237
H  -2.34  8.40  -1.44  0.235
H  -1.96  9.74  -0.43  0.271
H  -0.74  9.08  -1.64  0.221
C  -6.48  6.52  -1.20  -0.651
O  -6.20  7.01  0.09  -0.314
C  -7.24  7.15  1.04  -0.514
C  -8.08  8.44  0.87  -0.585
O  -9.27  8.11  0.12  -0.309
C  -10.00  9.29  -0.11  -0.760
H  -7.37  6.95  -1.66  0.278
H  -6.60  5.44  -1.23  0.284
H  -5.63  6.72  -1.84  0.212
H  -6.73  7.28  2.00  0.291
H  -7.90  6.29  1.05  0.332
H  -7.42  9.24  0.54  0.353
H  -8.42  8.89  1.81  0.496
H  -10.27  9.75  0.84  0.308
H  -10.96  9.10  -0.59  0.265
H  -9.43  10.09  -0.57  0.313
C  2.58  -8.86  -2.30  -0.707
O  1.24  -8.64  -1.89  -0.292
C  0.81  -7.48  -1.26  -0.490
C  -0.66  -7.59  -1.14  -0.490
O  -1.09  -8.57  -0.23  -0.330
C  -2.48  -8.63  -0.23  -0.790
H  2.83  -8.08  -3.01  0.269
H  2.76  -9.87  -2.67  0.227
H  3.20  -8.75  -1.41  0.299
H  0.99  -6.66  -1.96  0.324
H  1.38  -7.19  -0.37  0.377
H  -1.14  -7.79  -2.10  0.296
H  -1.05  -6.65  -0.76  0.397
H  -2.88  -9.18  -1.08  0.323
H  -2.99  -7.67  -0.37  0.322
H  -2.86  -9.00  0.72  0.267
C  -5.12  2.03  7.10  -0.690
O  -5.67  0.80  7.40  -0.311
C  -4.75  -0.27  7.72  -0.532
C  -5.41  -1.68  7.88  -0.469
O  -6.18  -1.68  9.11  -0.300
C  -6.71  -2.94  9.44  -0.727
H  -4.67  2.44  8.01  0.298
H  -5.92  2.73  6.84  0.251
H  -4.30  1.97  6.38  0.270
H  -4.21  -0.04  8.64  0.306
H  -3.90  -0.40  7.04  0.380
H  -4.60  -2.41  7.93  0.330
H  -6.07  -2.01  7.07  0.362
H  -7.55  -3.31  8.86  0.284
H  -7.08  -2.74  10.45  0.254
H  -5.94  -3.72  9.45  0.294



[2]
ORCA calculation (the ωB97M-V functional and the def2-TZVPD basis) on a 13-piece molecular cluster, C61H100N14O3P overall at a distorted geometry.

Summary:
- Total charge: +1
- HOMO-LUMO gap: 6.0 eV
- Calculated total energy: -101138.19748 eV
- E_HOMO: -10.49 eV

Each line ends with the Mulliken charge.
Positions of all 179 atoms, in Å:
O  3.53  1.00  4.44  -0.426
C  2.73  0.16  3.73  0.732
N  1.87  -0.58  2.91  -0.483
P  1.36  0.55  1.59  0.678
C  0.01  -0.17  0.44  -0.429
C  -1.46  -0.34  1.13  -0.527
C  -2.39  1.02  1.14  0.108
O  -3.66  0.90  1.59  -0.590
N  -1.96  2.39  0.67  0.122
C  -1.48  3.24  1.83  0.501
C  -0.21  4.27  1.63  -0.139
C  0.46  5.23  2.79  -0.574
C  -0.20  5.16  4.32  -0.572
C  -1.51  4.16  4.56  -0.294
C  -2.15  3.21  3.34  -0.346
C  2.92  0.89  0.53  -0.369
C  3.08  2.67  0.48  0.292
C  4.69  3.21  0.10  -0.094
O  3.99  3.29  1.59  -0.390
H  0.92  1.77  2.23  0.064
H  -0.04  0.41  -0.61  0.121
H  0.38  -1.26  0.14  0.460
H  -2.05  -1.14  0.46  0.344
H  -1.32  -0.83  2.19  0.311
H  -1.26  2.36  -0.11  0.140
H  0.25  4.32  0.54  0.163
H  1.38  5.92  2.60  0.352
H  0.28  5.81  5.19  0.323
H  -1.95  4.15  5.66  0.164
H  -3.09  2.54  3.59  0.431
H  2.81  0.58  -0.61  0.451
H  3.92  0.52  1.01  -0.023
H  2.12  3.33  0.02  0.006
H  5.26  2.21  -0.11  -0.092
H  4.82  4.24  -0.43  0.306
C  -5.31  0.84  6.15  -1.253
C  -3.81  0.67  6.39  0.348
C  -3.33  1.32  7.69  -0.416
C  -3.62  2.82  7.65  0.206
N  -3.85  4.05  7.61  -0.544
H  -5.59  1.89  6.05  0.431
H  -5.61  0.33  5.23  0.248
H  -5.88  0.41  6.98  0.373
H  -3.27  1.10  5.54  -0.122
H  -3.57  -0.40  6.41  0.056
H  -2.26  1.16  7.81  0.330
H  -3.85  0.88  8.55  0.379
C  -3.94  7.73  -1.24  -0.993
C  -4.00  6.70  -0.12  -0.388
C  -3.18  7.09  1.10  -0.420
C  -1.71  7.23  0.71  0.392
N  -0.50  7.35  0.38  -0.691
H  -2.92  7.85  -1.62  -0.164
H  -4.57  7.43  -2.08  0.385
H  -4.29  8.71  -0.89  0.525
H  -3.66  5.73  -0.51  0.152
H  -5.05  6.57  0.18  0.523
H  -3.27  6.32  1.88  0.244
H  -3.53  8.04  1.52  0.432
C  -2.67  13.56  -1.54  -1.151
C  -1.89  12.34  -1.08  -0.489
C  -2.08  11.13  -2.00  -0.161
C  -3.55  10.73  -2.02  0.369
N  -4.77  10.41  -2.04  -0.595
H  -3.75  13.38  -1.53  0.347
H  -2.48  14.41  -0.88  0.341
H  -2.38  13.85  -2.56  0.293
H  -2.19  12.09  -0.06  0.289
H  -0.82  12.59  -1.05  0.330
H  -1.49  10.28  -1.63  0.137
H  -1.75  11.36  -3.02  0.365
C  4.45  -2.81  3.91  -1.050
C  5.30  -4.07  4.08  -0.702
C  6.32  -4.25  2.96  -0.058
C  5.61  -4.38  1.63  0.229
N  5.01  -4.49  0.52  -0.580
H  3.85  -2.85  2.99  0.386
H  3.76  -2.70  4.74  0.410
H  5.08  -1.91  3.87  0.252
H  4.64  -4.94  4.13  0.339
H  5.83  -4.01  5.04  0.362
H  6.91  -5.16  3.14  0.298
H  7.01  -3.40  2.92  0.142
C  -2.63  5.06  -3.78  -0.626
C  -1.55  5.90  -3.10  0.227
C  -0.13  5.45  -3.48  -0.609
C  0.08  4.01  -3.05  0.261
N  0.26  2.81  -2.70  -0.628
H  -2.58  4.01  -3.48  0.294
H  -3.62  5.44  -3.51  -0.439
H  -2.53  5.11  -4.88  0.389
H  -1.68  5.83  -2.02  -0.319
H  -1.68  6.95  -3.39  0.452
H  0.61  6.09  -2.98  0.400
H  0.03  5.54  -4.56  0.404
C  -6.79  -4.24  4.90  -1.174
C  -5.77  -3.60  3.97  -0.349
C  -4.33  -3.78  4.45  -0.202
C  -4.16  -3.14  5.82  0.304
N  -4.01  -2.60  6.95  -0.569
H  -6.77  -3.79  5.90  0.355
H  -7.80  -4.11  4.51  0.330
H  -6.60  -5.32  5.01  0.307
H  -6.00  -2.53  3.88  0.226
H  -5.87  -4.04  2.97  0.314
H  -3.63  -3.32  3.75  0.134
H  -4.08  -4.85  4.52  0.342
C  9.35  -1.21  0.28  -1.177
C  8.67  -0.41  1.39  -0.666
C  7.15  -0.40  1.28  0.508
C  6.74  0.23  -0.04  0.227
N  6.40  0.77  -1.13  -0.658
H  9.15  -0.77  -0.70  0.355
H  10.43  -1.21  0.42  0.362
H  9.00  -2.25  0.27  0.282
H  9.05  0.61  1.38  0.336
H  8.96  -0.85  2.36  0.376
H  6.71  0.16  2.11  0.401
H  6.75  -1.43  1.32  -0.235
C  4.19  -9.50  0.50  -0.846
C  5.21  -8.86  -0.43  -0.051
C  6.65  -9.04  0.05  -0.417
C  6.83  -8.40  1.42  0.256
N  6.97  -7.86  2.55  -0.589
H  4.21  -9.05  1.50  0.352
H  3.18  -9.37  0.10  -0.160
H  4.38  -10.57  0.61  0.371
H  4.99  -7.79  -0.52  0.277
H  5.11  -9.29  -1.43  0.100
H  7.35  -8.57  -0.66  0.300
H  6.90  -10.10  0.12  0.378
C  -1.55  -9.82  -1.89  -1.198
C  -0.46  -8.99  -1.21  -0.568
C  0.95  -9.43  -1.58  0.026
C  1.17  -10.87  -1.16  0.236
N  1.34  -12.07  -0.81  -0.508
H  -1.50  -10.87  -1.59  0.363
H  -2.54  -9.45  -1.62  0.349
H  -1.45  -9.77  -2.98  0.296
H  -0.60  -9.05  -0.12  0.313
H  -0.59  -7.94  -1.49  0.343
H  1.69  -8.80  -1.08  0.130
H  1.11  -9.35  -2.66  0.251
C  -8.41  3.65  -4.53  -1.157
C  -7.39  4.30  -5.46  -0.557
C  -5.95  4.11  -4.98  -0.013
C  -5.77  4.76  -3.62  0.502
N  -5.63  5.29  -2.48  -0.617
H  -8.39  4.11  -3.54  0.356
H  -9.42  3.79  -4.93  0.355
H  -8.22  2.58  -4.43  0.274
H  -7.61  5.37  -5.56  0.318
H  -7.49  3.86  -6.46  0.360
H  -5.25  4.58  -5.69  0.312
H  -5.70  3.05  -4.91  0.052
C  -0.97  -0.88  -4.88  -1.409
C  -1.64  -0.09  -3.77  0.208
C  -3.17  -0.08  -3.89  -0.293
C  -3.58  0.56  -5.20  0.174
N  -3.92  1.09  -6.29  -0.540
H  -1.17  -0.45  -5.87  0.363
H  0.12  -0.89  -4.74  0.403
H  -1.32  -1.92  -4.89  0.320
H  -1.26  0.94  -3.79  0.021
H  -1.36  -0.52  -2.80  0.127
H  -3.61  0.49  -3.06  0.256
H  -3.57  -1.10  -3.84  0.381
C  4.07  -9.64  -5.07  -0.954
C  5.10  -9.00  -6.00  -0.476
C  6.54  -9.18  -5.52  -0.397
C  6.71  -8.54  -4.16  0.301
N  6.85  -8.00  -3.02  -0.533
H  4.09  -9.19  -4.08  0.169
H  3.06  -9.51  -5.47  0.346
H  4.26  -10.71  -4.97  0.331
H  4.87  -7.93  -6.10  0.301
H  4.99  -9.44  -7.00  0.325
H  7.23  -8.72  -6.23  0.306
H  6.79  -10.25  -5.45  0.286